73
Properties=species:S:1:pos:R:3:lowdin_charge:R:1 method="wB97M-V/def2-TZVPD" charge=+2 homo_ev=-13.14 relative_energy_kcal_mol=465.7 fmax_ev_per_a=15.35 e_lumo_ha=-0.36898 e_tot_ha=-1677.19443 multiplicity=1
Al 0.5154 -2.3673 0.4727 0.9578
N -0.7618 0.0070 -0.5087 -0.4586
O -0.7035 1.1187 -0.9150 0.1759
O -1.7064 -0.6966 -0.7500 0.1423
O 0.1867 -0.4700 0.1483 -0.2511
C -2.3904 2.7134 -2.6008 -0.0243
C -2.7698 1.2500 -2.3042 -0.3540
C -3.8327 0.7981 -3.2995 -0.1128
O -4.1699 -0.6037 -3.0320 -0.1728
C -5.4761 -0.8144 -3.4055 -0.1423
N -1.5740 0.4827 -2.4488 0.1918
H -1.7250 3.0584 -1.8093 0.0779
H -3.2322 3.4006 -2.6855 0.0929
H -1.9455 2.8471 -3.5869 0.1007
H -3.1459 1.2129 -1.2818 0.0755
H -3.4992 0.8542 -4.3357 0.1435
H -4.7092 1.4007 -3.0611 0.1321
H -5.6649 -1.8722 -3.2220 0.0965
H -5.5828 -0.7467 -4.4882 0.0980
H -6.2280 -0.2410 -2.8634 0.0983
H -0.9009 0.6475 -1.7140 -0.2168
H -0.9915 0.8171 -3.2032 0.1429
C 3.0701 -2.3624 4.0287 -0.0173
C 2.0979 -1.5888 3.0908 -0.2791
C 2.7229 -1.1151 1.7210 -0.1783
O 1.7353 -0.5994 0.8858 -0.3915
C 1.2963 0.6881 1.3329 -0.0886
N 1.0349 -2.5735 2.7648 0.0858
H 3.5224 -3.2456 3.5774 0.0892
H 2.5811 -2.7484 4.9232 0.0944
H 3.9246 -1.7685 4.3531 0.0959
H 1.7345 -0.6803 3.5710 0.1547
H 3.3460 -1.8994 1.2913 0.1226
H 3.4966 -0.3950 1.9877 0.1646
H 0.7884 1.1205 0.4708 0.1109
H 1.9911 1.4245 1.7369 0.1760
H 0.6043 0.4775 2.1483 0.0593
H 0.5531 -2.8193 3.6177 0.1320
H 1.3627 -3.4985 2.5258 0.0857
C 2.0650 0.0700 -1.0506 0.0084
C 2.8351 -1.2509 -1.3586 -0.2246
C 4.3385 -1.3031 -1.2302 -0.1363
O 4.5836 -1.0699 0.1231 -0.2556
C 5.8591 -1.5244 0.5135 -0.0569
N 2.2061 -2.2524 -0.4456 0.0389
H 2.2693 0.8429 -1.7916 0.1230
H 2.5474 0.3413 -0.1116 0.0908
H 1.0172 -0.0980 -0.8018 0.0090
H 2.5743 -1.7403 -2.2970 0.1603
H 4.9860 -0.7014 -1.8680 0.1637
H 4.5716 -2.3583 -1.3728 0.1342
H 6.6909 -1.3559 -0.1704 0.1073
H 5.9048 -2.6134 0.5117 0.0995
H 6.1096 -1.1039 1.4874 0.1088
H 2.7722 -2.0472 0.3653 0.0141
H 2.7441 -3.0637 -0.7145 0.1386
C -0.7988 1.4424 2.1360 -0.0547
C -2.1991 0.9353 1.7636 -0.2742
C -2.7934 1.6636 0.4706 -0.1903
O -3.2911 2.8772 0.9836 -0.1513
C -3.6244 3.8650 -0.0131 -0.0596
N -1.9183 -0.4376 1.4685 0.0329
H -0.8638 2.4909 2.4270 0.1223
H -0.0255 1.4355 1.3678 0.0112
H -0.4619 0.9085 3.0245 0.1074
H -2.9737 0.9733 2.5295 0.1591
H -3.5941 1.0577 0.0465 0.1349
H -2.0024 1.9281 -0.2312 0.0851
H -2.7863 4.3845 -0.4775 0.0871
H -4.2600 4.5870 0.4995 0.1040
H -4.2246 3.3736 -0.7789 0.0815
H -2.6880 -0.8970 1.0031 0.1030
H -1.1240 -0.5723 0.8593 -0.0313